Density functional theory data (the ωB97M-V functional and the def2-TZVPD basis) for 2 unconnected molecules or ions with the total composition C4H5NO.

For the HOMO-LUMO gap, the calculation gives 10.76 eV. The value obtained for the energy is -285.23400 a.u. As for the structure (SMILES): C#[N+][O-].C#CC. For the HOMO energy, the calculation gives -9.87 eV.

CARTESIAN COORDINATES (ANGSTROEM)
C: -0.019444 -1.591697 -0.771280
C: -1.043638 -0.575327 -0.526093
C: -1.893548 0.255553 -0.328014
C: 0.677779 1.922821 0.991497
N: 1.715159 1.443133 1.179453
O: 2.805434 0.974158 1.387478
H: 0.076417 -2.262233 0.088197
H: -0.282371 -2.194821 -1.646056
H: 0.957058 -1.131324 -0.952099
H: -2.660988 0.978318 -0.156081
H: -0.322693 2.187855 0.740401

Forces on the atoms, in the same order (eV/Å):
0.034 -0.031 0.001
-0.391 0.349 0.074
0.296 -0.385 -0.107
0.785 -0.381 0.132
-0.697 0.352 -0.123
-0.145 0.064 -0.026
-0.034 0.122 -0.108
0.035 0.109 0.125
-0.157 -0.028 0.034
0.113 -0.151 -0.045
0.161 -0.020 0.043

---

Density functional theory data (the ωB97M-V functional and the def2-TZVPD basis) for a single C16H25N3O3S molecule in a non-equilibrium geometry.

For the HOMO-LUMO gap, the calculation gives 9.23 eV. The value obtained for the energy is -1412.87574 a.u. As for the structure (SMILES): Cc1nnc(SCC(=O)O[C@H]2C[C@@H](C)CC[C@@H]2C(C)C)[nH]c1=O. For the HOMO energy, the calculation gives -9.00 eV.

CARTESIAN COORDINATES (ANGSTROEM)
C: 2.079066 5.032811 1.159062
C: 1.925294 3.840688 0.284640
N: 2.343832 2.693494 0.698154
N: 2.224015 1.593134 -0.046381
C: 1.677173 1.671490 -1.215904
N: 1.216297 2.836726 -1.742309
C: 1.296385 4.035057 -1.032081
O: 0.883073 5.070559 -1.498427
H: 0.801489 2.858242 -2.668016
S: 1.517657 0.244915 -2.210401
C: 2.037769 -1.024022 -1.029432
C: 0.878286 -1.695198 -0.304586
O: 1.070474 -2.603479 0.459931
O: -0.280036 -1.158533 -0.633567
C: -1.520020 -1.677340 -0.103757
C: -1.687383 -3.111690 -0.613844
C: -3.004396 -3.738693 -0.171219
C: -3.126461 -5.162608 -0.704284
H: -2.310385 -5.777557 -0.331665
H: -4.065679 -5.608429 -0.385458
H: -3.093828 -5.170345 -1.791336
C: -3.049446 -3.704575 1.352642
C: -2.939904 -2.268970 1.849268
H: -3.010870 -2.264910 2.936312
H: -3.784814 -1.694539 1.458964
C: -1.635248 -1.576214 1.425968
H: -0.786671 -2.111707 1.860518
C: -1.648053 -0.126932 1.969743
C: -1.399065 -0.128937 3.479534
H: -2.148990 -0.703217 4.015573
H: -0.420010 -0.550853 3.695508
H: -1.422262 0.888972 3.861675
C: -0.627922 0.810985 1.326819
H: -0.690928 1.790708 1.797931
H: -0.815008 0.940225 0.263851
H: 0.385290 0.440116 1.465734
H: -2.645246 0.289602 1.779953
H: -3.983340 -4.142521 1.710804
H: -2.224114 -4.297225 1.751875
H: -3.835948 -3.141874 -0.563792
H: -0.864661 -3.716362 -0.228600
H: -1.617685 -3.097063 -1.704768
H: -2.273271 -1.028728 -0.567531
H: 2.682890 -0.529300 -0.300046
H: 2.604169 -1.779209 -1.573905
H: 1.101803 5.474025 1.349272
H: 2.551470 4.748573 2.093792
H: 2.678643 5.784532 0.647864

Forces on the atoms, in the same order (eV/Å):
-0.047 0.056 -0.094
-0.018 0.083 0.011
0.082 1.019 0.692
-0.127 -0.999 -0.772
0.217 -0.067 0.325
0.015 0.013 0.043
-0.016 -0.410 -0.249
0.002 0.167 0.085
0.017 0.079 0.151
0.272 -0.067 -0.357
-0.255 0.238 -0.153
0.546 0.051 -0.084
-0.002 -0.078 0.104
-0.236 0.061 -0.064
-0.176 -0.554 0.318
-0.190 0.235 -0.065
0.254 -0.251 0.092
-0.082 0.313 0.020
0.108 -0.102 0.041
-0.093 -0.107 0.014
0.006 -0.071 -0.132
-0.271 0.295 -0.171
0.248 -0.264 0.037
-0.057 0.111 0.012
-0.080 0.066 0.032
-0.187 0.358 -0.116
-0.032 -0.004 -0.008
0.253 -0.034 0.020
-0.242 0.010 -0.197
-0.035 -0.057 0.129
0.144 -0.050 0.045
0.011 0.089 0.090
-0.260 -0.027 0.039
0.032 0.096 0.070
0.077 0.056 -0.082
0.123 0.011 -0.021
-0.016 -0.045 0.001
0.000 -0.088 0.033
0.053 -0.113 0.029
-0.036 0.026 0.033
-0.018 -0.014 -0.034
0.033 -0.016 -0.027
0.069 -0.052 0.060
-0.041 -0.182 -0.033
-0.041 0.040 0.047
-0.029 0.102 0.046
0.013 -0.035 0.017
0.016 0.115 0.025

---

Density functional theory data (the ωB97M-V functional and the def2-TZVPD basis) for a single H6Si4 molecule in a non-equilibrium geometry.

For the HOMO-LUMO gap, the calculation gives 6.47 eV. The value obtained for the energy is -1161.40578 a.u. For the HOMO energy, the calculation gives -8.18 eV.

CARTESIAN COORDINATES (ANGSTROEM)
Si: -1.752730 0.072181 -0.216029
Si: 1.729553 -0.011602 -0.224323
Si: 0.042604 -1.561498 -0.219220
Si: -0.014254 1.530167 -0.203751
H: -2.747656 -0.196198 -1.371540
H: -2.775834 -0.009684 0.913233
H: 2.993645 0.302941 0.556593
H: 2.498945 -0.599489 -1.526229
H: 0.091997 -2.129130 1.098015
H: -0.206119 1.841380 1.292238

Forces on the atoms, in the same order (eV/Å):
-2.001 -1.372 -0.710
2.575 -0.768 -2.037
-0.745 0.850 -0.396
-0.087 -0.223 0.856
1.019 0.406 0.424
0.730 0.258 -0.199
-0.828 -0.174 0.288
-0.901 1.386 0.953
-0.210 -0.306 1.376
0.448 -0.058 -0.556

---

Density functional theory data (the ωB97M-V functional and the def2-TZVPD basis) for a molecular structure, C23H20Cl2IrN3O3S2 in a non-equilibrium geometry.

For the HOMO-LUMO gap, the calculation gives 7.38 eV. The value obtained for the energy is -3099.57375 a.u. For the HOMO energy, the calculation gives -8.10 eV.

CARTESIAN COORDINATES (ANGSTROEM)
Ir: -1.071739 -1.296227 0.478986
C: 3.097396 -0.410340 1.203402
C: 1.724784 -0.989874 1.442627
N: 0.947811 -1.227937 0.414667
N: 1.551212 -1.060793 -0.834144
C: 0.767155 -1.091397 -1.853051
S: -0.941216 -1.321935 -1.809215
S: 1.532213 -0.938824 -3.455530
C: 1.891374 0.860392 -3.455279
C: 0.706855 1.696240 -3.842396
C: 0.494589 2.047627 -5.171802
C: -0.610676 2.801823 -5.535380
C: -1.524102 3.208874 -4.572437
C: -1.320279 2.863472 -3.244517
C: -0.210488 2.113530 -2.885005
C: 1.328994 -1.230724 2.821750
C: 2.311236 -1.066806 3.834696
C: 2.047494 -1.270697 5.159204
C: 0.753776 -1.652094 5.553328
C: -0.225553 -1.818469 4.616835
C: 0.026020 -1.619136 3.236809
O: -0.969484 -1.832856 2.429179
H: 3.204713 -0.090357 0.175563
H: 3.872525 -1.153246 1.398139
H: 3.260888 0.433822 1.872084
H: 2.701631 0.968567 -4.174761
H: 2.258215 1.095745 -2.457473
H: 1.204399 1.729499 -5.927092
H: -0.761698 3.068566 -6.573539
H: -2.390518 3.791711 -4.856703
H: -2.030242 3.172249 -2.487066
H: -0.051286 1.846514 -1.848467
H: 3.317903 -0.801332 3.549274
H: 2.830281 -1.142484 5.894090
H: 0.530408 -1.819369 6.599576
H: -1.231211 -2.108673 4.890506
O: -4.780634 0.358676 0.494014
C: -3.615616 0.024710 0.503597
O: -3.126381 -1.161071 0.445693
C: -2.537831 1.084125 0.594819
C: -2.836891 2.431983 0.631902
C: -1.805418 3.349151 0.707823
C: -0.498070 2.887098 0.765789
C: -0.263076 1.528881 0.746565
N: -1.267944 0.647008 0.650828
H: -3.879058 2.716603 0.601695
H: -2.012622 4.410921 0.728452
H: 0.338123 3.568668 0.825921
H: 0.733444 1.124650 0.809617
Cl: -0.741158 -4.288257 1.032691
C: -0.806018 -5.847339 0.194318
Cl: 0.583457 -6.096361 -0.868380
H: -1.707072 -5.874943 -0.405278
H: -0.800622 -6.619554 0.953071

Forces on the atoms, in the same order (eV/Å):
0.790 -0.665 -0.377
0.061 -0.145 -0.102
0.260 -0.255 0.144
-0.146 0.194 -0.140
0.148 0.119 0.008
-0.124 -0.178 0.109
-0.179 0.327 0.016
0.034 -0.045 -0.033
-0.199 -0.199 0.053
0.061 0.029 -0.017
0.007 0.023 0.012
-0.007 -0.028 -0.005
0.007 -0.002 -0.005
-0.003 -0.015 0.005
0.013 0.052 0.002
-0.059 0.237 0.037
-0.007 -0.022 -0.122
0.006 -0.021 0.098
0.047 0.007 -0.041
-0.012 -0.047 -0.010
0.091 -0.085 -0.229
-0.676 0.477 0.387
-0.002 -0.001 0.000
-0.003 0.009 0.036
-0.010 -0.035 0.036
0.042 0.048 0.044
0.083 0.088 -0.049
-0.014 -0.004 -0.002
-0.001 0.004 0.006
0.003 0.000 0.002
0.002 0.001 -0.001
-0.006 -0.013 0.003
-0.010 0.024 0.050
-0.001 -0.016 -0.003
0.007 0.025 0.003
0.003 -0.005 -0.022
0.036 -0.049 -0.013
0.133 0.100 0.000
-0.108 -0.652 0.218
-0.070 0.265 0.069
0.076 0.026 0.033
-0.002 0.063 0.007
-0.086 -0.015 0.057
0.052 0.052 0.068
-0.218 0.160 -0.163
-0.013 -0.045 -0.033
0.006 -0.006 -0.010
0.016 -0.024 0.015
-0.001 0.044 -0.084
-0.037 0.117 0.154
0.063 0.071 -0.246
-0.018 0.002 0.009
-0.015 0.001 0.005
-0.023 0.008 0.023